# C29H65Cl2N3O5P

3 unconnected molecules or ions with the total composition C29H65Cl2N3O5P at a distorted geometry (ωB97M-V/def2-TZVPD, the OMol25 dataset).

```
! RIJCOSX wB97M-V def2-TZVPD def2/J DEFGRID3
* xyz -1 1
H -1.05362 3.19715 0.02616
H 0.39718 -7.00291 7.27515
H 1.19657 7.56370 0.06383
H -2.44842 4.26150 -0.01442
H -0.99571 8.67802 1.75351
H 0.56082 -5.93693 -3.37161
H -6.25917 13.28572 1.05932
H -1.74487 1.13647 0.29027
O 2.25360 -4.54216 -3.33308
H 0.54864 -8.12334 -3.49252
H 0.51493 -8.05550 5.88244
H -5.51402 9.77363 2.71498
H 4.47640 -7.31499 1.86617
C -5.76297 12.36514 0.75159
H -3.01808 0.40150 -0.63199
C -2.16514 1.07556 -0.71113
C 0.70766 -4.12615 -1.45937
C -0.60899 -1.98678 -1.43129
H -2.48875 -1.10326 -1.99000
H 3.80208 -7.96629 0.34069
H -1.26118 6.52586 -1.85512
H -1.27418 -2.44586 -0.69460
H 4.08838 -5.63044 -4.76725
C 0.13722 7.49096 0.30736
H -2.73088 2.46795 -2.25181
C -0.20093 7.00950 2.85291
H -1.02205 1.19759 -2.55153
H -4.00685 8.64706 1.29726
H 0.27338 5.34211 0.49350
Cl 6.45775 -5.91574 0.44919
H 2.21168 -5.61203 -0.30010
C 1.58013 -6.15686 5.67797
H 0.20763 -1.54215 -0.86141
C 4.18949 -5.49340 -0.91226
Cl 5.16752 -4.42259 -1.91804
H 3.02669 -6.62156 1.16803
H 0.28725 7.42394 3.73515
H 4.41670 -6.66662 -3.40368
C -0.58696 5.80057 -1.39663
O 2.39898 -6.69016 -2.08470
H -0.53647 -6.63342 5.82602
H -1.80525 4.47328 -2.59574
H -4.74933 9.76566 -0.88932
O 1.77582 -6.81495 3.28656
O 5.42836 -7.86979 -5.37213
C -1.43525 -0.93307 -2.19561
P 1.94017 -6.23115 -3.74668
H 0.79283 -3.73893 -0.43954
C -1.11556 4.37751 -1.75755
H -1.35828 5.97780 0.62277
C 2.15066 -4.35757 -1.97825
H 5.71989 -8.38691 -4.60950
H 0.88711 -8.18653 2.07829
H 2.20730 -4.99313 3.99371
H 0.78362 -8.56439 3.79561
H 2.67780 -3.47805 -1.59301
H 0.28975 6.06873 2.62754
H -0.24887 -7.27861 3.09486
N -2.90568 10.30858 1.90010
H -4.83899 12.64279 0.23963
C 3.74740 -6.52733 -4.24731
N 2.84202 -6.84467 5.97190
H -1.26874 -0.98711 -3.27017
H -3.58947 11.05094 -0.52183
C 0.42293 -7.01282 6.18445
C 0.73689 -7.75161 3.06661
C -3.84836 10.01130 -0.32302
H -0.38675 8.14169 -0.39792
C -1.81824 3.61898 -0.62481
H -3.03282 9.40390 -0.71800
H 3.63540 -7.47199 -6.21046
C -0.09956 8.06492 1.72170
C 3.98512 -7.06967 0.93120
H 3.61580 -6.22690 5.74131
C -1.12362 0.50845 -1.71398
C 1.46927 -5.77528 4.19348
H -6.22192 9.85103 1.10795
H 2.93410 -7.60956 5.30694
C -0.41761 6.08283 0.08896
H 3.59881 -8.63224 -4.83855
H 0.73735 8.71053 1.97966
C -5.38655 10.21328 1.72190
C -4.03712 9.73322 1.16529
C 2.71963 -5.63978 -1.27640
H 0.48539 -5.34446 3.96399
H -0.89986 -3.62305 -2.76423
H -3.70384 2.54387 -0.77336
H 1.54915 -5.82511 -5.08299
H 0.36512 5.93395 -1.91017
H 0.20000 -5.08616 -1.39353
N 1.41302 -7.93906 -3.98250
H -6.42208 11.82544 0.06551
O -5.48913 11.61175 1.91812
H 0.55955 -2.70410 -3.12227
H -3.03902 11.31699 1.93050
C 4.76132 -6.11051 0.07380
C -2.69165 2.45750 -1.16572
H 1.56489 -5.22278 6.24806
H -0.16176 0.50787 -1.20217
H -2.96745 10.02547 2.87509
C 3.98453 -7.68515 -5.20451
C -0.05198 -3.10466 -2.31657
H 1.27198 -8.07084 -4.97880
H -0.26521 3.78266 -2.08617
H -1.23727 6.85796 3.14440
*
```

For the gap between HOMO and LUMO, the calculation gives 6.07 eV. The HOMO energy is -4.41 eV. The calculation puts the relative energy (zero: lowest compared OMol25 entry of this formula, charge and spin) at 13.1 kcal/mol.

Atom charges from the Löwdin analysis, given in e for atoms 1 to 8: 0.105, 0.072, 0.108, 0.097, 0.063, 0.017, 0.086, 0.100